Entry 1:
Molecular formula: C14H38BrN4O4
Method: DFT, ωB97M-V with the def2-TZVPD basis set

```
61
Properties=species:S:1:pos:R:3:lowdin_charge:R:1
Br -0.69 0.51 -1.61 -1.00
C 1.21 8.50 0.69 0.03
C 0.37 7.20 0.58 -0.32
O -0.62 7.12 -0.17 0.14
N 0.91 5.93 1.26 0.11
H 0.94 5.20 0.57 0.18
H 1.87 6.10 1.52 0.16
C 0.03 5.58 2.53 0.08
H 1.56 8.69 1.70 0.09
H 0.64 9.37 0.36 0.10
H 2.09 8.42 0.05 0.10
H 0.07 6.41 3.24 0.11
H 0.57 4.72 2.94 0.10
H -1.02 5.42 2.29 0.11
C -4.93 -2.29 -6.30 0.02
C -6.14 -1.52 -5.86 -0.35
O -6.92 -0.98 -6.59 0.19
N -6.27 -1.40 -4.30 0.11
H -6.38 -2.35 -4.00 0.17
H -5.40 -1.09 -3.90 0.17
C -7.43 -0.42 -3.95 0.04
H -5.01 -2.39 -7.39 0.11
H -4.81 -3.32 -5.96 0.10
H -4.01 -1.73 -6.11 0.11
H -8.31 -0.76 -4.49 0.10
H -7.29 0.65 -4.04 0.11
H -7.54 -0.58 -2.87 0.10
C 3.66 5.09 -6.10 0.02
C 4.05 3.83 -5.47 -0.42
O 4.74 3.77 -4.47 0.18
N 3.51 2.69 -6.20 0.10
H 2.98 2.17 -5.52 0.19
H 2.81 2.90 -6.90 0.17
C 4.59 1.84 -6.91 0.08
H 4.57 5.63 -6.35 0.12
H 3.01 5.70 -5.46 0.12
H 3.20 5.02 -7.09 0.10
H 5.48 1.83 -6.28 0.11
H 4.78 2.37 -7.85 0.11
H 4.17 0.86 -7.11 0.11
C 1.14 -4.27 7.50 0.03
N 1.14 -5.65 6.83 -0.34
C 2.54 -6.02 6.29 0.05
C 0.85 -6.57 8.01 0.01
C 0.05 -5.78 5.75 -0.06
C 0.29 -5.25 4.25 -0.19
O 0.98 -4.01 4.23 -0.07
H 0.15 -4.12 7.93 0.11
H 1.31 -3.63 6.63 0.09
H 2.06 -4.15 8.06 0.11
H 3.18 -5.80 7.14 0.11
H 2.73 -5.40 5.41 0.10
H 2.56 -7.08 6.02 0.12
H -0.05 -6.21 8.50 0.11
H 1.71 -6.55 8.68 0.11
H 0.67 -7.58 7.63 0.11
H -0.81 -5.24 6.13 0.13
H -0.20 -6.83 5.63 0.13
H -0.70 -5.02 3.86 0.13
H 0.77 -5.96 3.58 0.12
H 0.60 -3.51 3.50 0.10
```

Results
Energy relative to the best compared isomer or geometry (same formula, charge and spin), kcal per mole: 66.5
Net charge: +3

Entry 2:
Molecular formula: C42H40N8O4Ti
Method: DFT, ωB97M-V with the def2-TZVPD basis set

```
95
Properties=species:S:1:pos:R:3:mulliken_spin:R:1
Ti 0.32 0.48 -0.87 0.11
O 4.23 0.00 0.07 0.02
C 3.08 -0.26 -0.28 0.00
N 2.27 0.37 -1.14 0.00
C 2.70 1.24 -2.12 0.00
C 3.96 1.82 -2.24 0.00
C 4.19 2.72 -3.27 0.00
C 3.20 3.01 -4.19 0.00
C 1.96 2.39 -4.12 0.00
C 1.70 1.49 -3.09 0.00
N 0.52 0.76 -2.85 0.00
C -0.48 0.77 -3.74 0.00
O -0.59 1.44 -4.77 0.00
C -1.61 -0.17 -3.37 0.00
C -2.93 0.26 -3.53 0.00
C -3.95 -0.64 -3.27 0.01
C -3.61 -1.94 -2.91 0.00
C -2.27 -2.26 -2.81 0.01
N -1.28 -1.40 -3.01 0.00
C 2.45 -1.59 0.03 0.01
C 3.19 -2.59 0.67 0.03
C 2.81 -3.90 0.51 0.00
C 1.71 -4.17 -0.29 0.00
C 0.97 -3.11 -0.80 0.02
N 1.31 -1.84 -0.62 0.00
H 4.72 1.58 -1.52 0.00
H 5.15 3.20 -3.35 0.00
H 3.39 3.74 -4.97 0.00
H 1.21 2.61 -4.87 0.00
H -3.12 1.27 -3.84 0.00
H -4.98 -0.35 -3.37 0.00
H -4.37 -2.68 -2.72 -0.01
H -1.97 -3.28 -2.57 0.00
H 4.08 -2.30 1.21 0.00
H 3.37 -4.71 0.96 0.00
H 1.43 -5.19 -0.53 0.00
H 0.11 -3.27 -1.43 -0.02
C -6.16 1.05 2.00 -0.01
C -4.85 0.61 1.40 -0.10
C -4.60 -0.71 1.12 0.27
C -3.36 -1.16 0.59 -0.09
C -3.14 -2.53 0.60 0.43
N -2.02 -3.17 0.18 0.21
C -1.64 -4.42 0.80 -0.01
C -0.75 -4.23 2.04 0.05
C -1.08 -2.96 2.85 -0.04
N -0.29 -1.83 2.46 0.23
C 0.78 -1.43 3.19 0.47
C 1.61 -0.35 2.97 -0.09
C 2.66 -0.13 3.91 0.15
C 3.55 0.91 3.81 -0.07
C 4.64 1.11 4.83 0.00
C 3.40 1.80 2.75 0.24
C 2.39 1.65 1.80 -0.11
C 2.29 2.70 0.82 0.01
N 1.47 2.75 -0.15 -0.04
C 1.46 3.96 -0.94 0.01
C 0.03 4.42 -1.13 -0.01
C -0.78 3.33 -1.85 0.01
N -0.98 2.13 -1.05 -0.01
C -1.98 2.22 -0.23 0.01
C -2.69 1.18 0.40 -0.13
C -3.88 1.54 1.08 0.33
C -2.38 -0.19 0.15 0.07
O -1.30 -0.55 -0.47 -0.01
C 1.47 0.57 1.85 0.10
O 0.52 0.43 0.98 0.03
H -6.67 0.23 2.48 0.00
H -6.80 1.45 1.21 0.00
H -5.99 1.84 2.72 0.00
H -5.35 -1.46 1.35 0.01
H -3.92 -3.17 0.99 0.00
H -1.28 -2.54 -0.11 -0.06
H -1.11 -5.03 0.06 -0.01
H -2.55 -4.94 1.08 0.00
H 0.30 -4.17 1.74 0.01
H -0.86 -5.11 2.68 -0.01
H -0.87 -3.16 3.91 0.00
H -2.14 -2.72 2.75 0.00
H -0.53 -1.26 1.66 -0.08
H 0.98 -2.05 4.06 0.04
H 2.73 -0.81 4.74 0.00
H 4.77 0.23 5.44 0.00
H 4.40 1.95 5.48 0.00
H 5.57 1.34 4.33 0.00
H 4.08 2.63 2.65 0.01
H 3.01 3.52 0.97 0.00
H 1.90 3.75 -1.92 0.00
H 2.07 4.75 -0.47 0.00
H 0.00 5.33 -1.73 0.00
H -0.42 4.63 -0.16 0.00
H -0.28 3.08 -2.78 0.00
H -1.77 3.75 -2.10 0.00
H -2.47 3.20 -0.13 0.00
H -4.06 2.59 1.30 0.03
```

Results
2S+1: 3
Energy relative to the best compared isomer or geometry (same formula, charge and spin), kcal per mole: 0.7
Net charge: 0

Entry 3:
Molecular formula: C3H8ClN3
Method: DFT, ωB97M-V with the def2-TZVPD basis set

```
15
Properties=species:S:1:pos:R:3:lowdin_charge:R:1
C 0.49 1.95 0.51 -0.20
C 0.69 -0.72 -0.58 -0.53
C -0.93 -2.40 -1.25 0.04
N 0.62 0.69 0.81 0.14
N 0.16 2.85 1.36 0.25
N -0.52 -1.20 -0.39 0.05
Cl 1.85 -0.73 -1.66 1.09
H 0.89 2.38 -0.42 0.18
H -0.43 -2.56 -2.11 0.05
H -2.06 -2.32 -1.36 0.14
H -0.83 -3.30 -0.55 0.15
H 0.64 0.15 1.71 0.17
H 0.46 3.75 1.11 0.14
H -0.01 2.56 2.28 0.14
H -1.00 -1.12 0.52 0.19
```

Results
Energy relative to the best compared isomer or geometry (same formula, charge and spin), kcal per mole: 69.5
Net charge: +2

Entry 4:
Molecular formula: C8H18OS2
Method: DFT, ωB97M-V with the def2-TZVPD basis set

```
29
Properties=species:S:1:pos:R:3:lowdin_charge:R:1
O 0.19 -1.40 -0.13 -0.58
S -1.58 0.66 0.42 0.73
S -0.17 -0.22 -0.96 0.72
C -2.96 -1.53 1.35 -0.10
C -3.46 -0.76 -1.06 -0.13
C -4.26 0.57 0.77 -0.14
C 1.62 1.38 0.56 -0.12
C 2.61 0.05 -1.36 -0.08
C 1.14 2.05 -1.80 -0.11
C -3.11 -0.32 0.36 -0.91
C 1.34 0.84 -0.86 -0.76
H -2.76 -1.19 2.37 0.07
H -2.15 -2.19 0.94 0.09
H -3.91 -2.11 1.41 0.09
H -3.75 0.11 -1.70 0.09
H -4.29 -1.52 -1.02 0.10
H -2.58 -1.23 -1.55 0.05
H -4.03 0.99 1.74 0.07
H -5.19 0.00 0.87 0.10
H -4.40 1.39 0.09 0.07
H 0.81 2.09 0.85 0.07
H 1.62 0.49 1.24 0.09
H 2.61 1.86 0.58 0.09
H 2.32 -0.58 -2.20 0.07
H 2.96 -0.61 -0.55 0.09
H 3.44 0.72 -1.70 0.10
H 0.83 1.69 -2.78 0.07
H 2.10 2.62 -1.92 0.10
H 0.39 2.72 -1.39 0.07
```

Results
Energy relative to the best compared isomer or geometry (same formula, charge and spin), kcal per mole: 7.7
Net charge: 0

Look up the energy relative to the best compared isomer or geometry (same formula, charge and spin) of the second one.
0.7 kcal per mole

The highest energy relative to the best compared isomer or geometry (same formula, charge and spin) belongs to which entry?
C3H8ClN3

Which value of net charge does entry 1 give?
+3

The highest net charge belongs to which entry?
C14H38BrN4O4